173
Properties=species:S:1:pos:R:3:lowdin_charge:R:1 method="wB97M-V/def2-TZVPD" total_charge=-1 homo_lumo_gap_ev=6.736 homo_energy_ev=-5.06 e_tot_ha=-4959.872431 lumo_ev=1.673
C 0.43 -4.10 3.32 -0.044
B -0.65 -2.93 3.83 -0.983
C -1.98 -3.79 4.31 -0.108
C -3.33 -2.88 4.53 -0.194
C -4.55 -3.47 3.61 -0.215
C -4.93 -2.54 2.30 -0.190
C -4.42 -3.24 0.87 -0.192
C -3.31 -2.34 0.07 -0.236
C -2.19 -3.41 -0.54 -0.479
S -1.33 -2.80 -2.09 0.818
C 0.46 -2.46 -1.53 -0.465
N 1.37 -1.29 -1.82 -0.009
N 2.52 -1.62 -1.10 -0.036
C 2.37 -2.94 -0.36 -0.010
O 1.02 -3.49 -0.64 -0.105
O -1.08 -1.92 2.85 -0.131
C -0.51 -0.55 3.03 -0.560
S 0.47 -0.40 1.40 0.777
C -1.85 0.37 2.98 -0.157
C -1.75 1.63 1.87 -0.214
C -2.94 2.69 2.31 -0.108
C -2.41 4.21 1.87 -0.258
O -2.04 5.07 2.86 -0.063
O -2.38 4.60 0.44 -0.010
C 0.31 -0.78 4.43 -0.675
I -0.13 0.40 6.21 0.879
C 1.85 -0.27 4.04 -0.194
C 2.09 1.37 3.95 -0.042
C 3.67 1.71 3.50 -0.040
C 4.62 0.41 3.24 -0.132
N 4.35 -1.05 3.38 -0.011
C 2.96 -1.42 3.78 -0.032
O 0.15 -2.19 4.84 -0.119
H 1.22 -3.67 2.56 0.047
H 1.07 -4.45 4.27 0.071
H -0.16 -5.04 2.91 0.060
H -2.23 -4.54 3.42 0.092
H -1.77 -4.49 5.25 0.119
H -3.15 -1.72 4.44 0.102
H -3.67 -3.06 5.67 0.105
H -4.41 -4.58 3.26 0.102
H -5.53 -3.47 4.29 0.101
H -4.62 -1.42 2.40 0.093
H -6.12 -2.55 2.23 0.101
H -5.33 -3.39 0.15 0.092
H -3.90 -4.26 1.14 0.105
H -2.79 -1.51 0.75 0.089
H -3.81 -1.80 -0.86 0.103
H -1.39 -3.61 0.33 0.110
H -2.70 -4.45 -0.82 0.087
H 3.11 -3.50 0.35 0.130
H -0.52 -0.73 0.43 -0.084
H -2.74 -0.31 2.56 0.103
H -2.23 0.79 4.00 0.077
H -0.73 2.19 1.91 0.107
H -2.00 1.15 0.82 0.106
H -3.11 2.76 3.47 0.125
H -3.98 2.45 1.83 0.127
H -1.85 3.88 -0.02 0.120
H 1.28 2.19 4.14 0.070
H 4.05 2.82 3.35 0.084
H 5.73 0.68 2.88 0.093
H 2.69 -2.56 3.89 0.105
N 5.70 2.98 -3.56 0.061
C 5.52 2.71 -2.25 -0.183
C 4.99 1.52 -1.77 -0.079
C 4.62 0.55 -2.69 -0.070
C 4.80 0.79 -4.05 -0.086
C 5.34 2.01 -4.43 -0.165
H 5.81 3.50 -1.57 0.103
H 4.86 1.36 -0.70 0.101
H 4.20 -0.40 -2.35 0.074
H 4.53 0.05 -4.79 0.105
H 5.51 2.25 -5.48 0.058
N 5.83 2.45 -7.71 0.052
C 6.73 2.43 -8.72 -0.140
C 6.39 2.54 -10.06 -0.080
C 5.05 2.68 -10.39 -0.083
C 4.10 2.71 -9.37 -0.073
C 4.53 2.59 -8.06 -0.139
H 7.77 2.31 -8.41 0.104
H 7.16 2.52 -10.82 0.099
H 4.74 2.77 -11.42 0.103
H 3.04 2.82 -9.59 0.102
H 3.83 2.61 -7.23 0.098
N 8.65 0.53 0.95 0.059
C 9.94 0.93 1.10 -0.158
C 10.52 1.94 0.35 -0.088
C 9.74 2.58 -0.61 -0.078
C 8.42 2.19 -0.79 -0.064
C 7.92 1.17 0.01 -0.136
H 10.50 0.40 1.86 0.098
H 11.55 2.23 0.51 0.096
H 10.16 3.38 -1.22 0.104
H 7.78 2.67 -1.53 0.071
H 6.90 0.83 -0.09 0.083
N -6.77 -4.88 -1.80 0.055
C -5.87 -4.90 -2.81 -0.147
C -6.21 -4.79 -4.15 -0.076
C -7.55 -4.65 -4.48 -0.081
C -8.50 -4.62 -3.46 -0.080
C -8.07 -4.74 -2.15 -0.149
H -4.83 -5.02 -2.50 0.096
H -5.44 -4.81 -4.92 0.101
H -7.86 -4.55 -5.52 0.100
H -9.56 -4.51 -3.69 0.090
H -8.77 -4.72 -1.33 0.101
N 5.44 -4.91 0.95 0.045
C 5.27 -4.49 2.23 -0.148
C 5.10 -5.34 3.30 -0.062
C 5.10 -6.71 3.06 -0.080
C 5.27 -7.18 1.76 -0.088
C 5.43 -6.24 0.75 -0.163
H 5.28 -3.41 2.36 0.084
H 4.98 -4.95 4.31 0.087
H 4.97 -7.41 3.88 0.102
H 5.27 -8.24 1.54 0.095
H 5.57 -6.56 -0.28 0.096
N -3.53 10.83 3.34 0.044
C -3.25 9.85 4.24 -0.156
C -2.93 8.55 3.88 -0.063
C -2.89 8.23 2.53 -0.079
C -3.17 9.21 1.59 -0.099
C -3.48 10.48 2.04 -0.159
H -3.30 10.15 5.28 0.097
H -2.72 7.81 4.64 0.105
H -2.64 7.22 2.22 0.081
H -3.14 8.99 0.53 0.103
H -3.70 11.29 1.34 0.097
N 2.45 8.64 -0.17 0.052
C 2.29 9.54 -1.15 -0.159
C 1.10 10.21 -1.40 -0.086
C 0.01 9.93 -0.59 -0.079
C 0.14 9.00 0.44 -0.064
C 1.37 8.39 0.61 -0.140
H 3.17 9.73 -1.76 0.098
H 1.03 10.93 -2.21 0.097
H -0.94 10.43 -0.76 0.099
H -0.69 8.76 1.09 0.073
H 1.53 7.66 1.40 0.105
N -11.35 -6.23 -5.64 0.053
C -11.51 -5.32 -6.63 -0.155
C -12.70 -4.66 -6.87 -0.080
C -13.79 -4.94 -6.06 -0.083
C -13.66 -5.87 -5.04 -0.080
C -12.43 -6.48 -4.86 -0.152
H -10.63 -5.14 -7.23 0.100
H -12.77 -3.94 -7.68 0.100
H -14.74 -4.44 -6.23 0.104
H -14.49 -6.11 -4.39 0.100
H -12.27 -7.21 -4.07 0.103
N -1.20 2.69 -3.58 0.042
C -0.53 3.53 -4.39 -0.168
C 0.80 3.39 -4.71 -0.083
C 1.50 2.32 -4.17 -0.066
C 0.84 1.43 -3.33 -0.064
C -0.50 1.65 -3.07 -0.148
H -1.12 4.36 -4.78 0.094
H 1.29 4.10 -5.37 0.095
H 2.56 2.18 -4.40 0.078
H 1.36 0.58 -2.89 0.053
H -1.06 0.99 -2.42 0.094
N 3.29 -3.85 6.42 0.070
C 3.57 -4.82 7.32 -0.162
C 2.89 -4.99 8.51 -0.092
C 1.85 -4.11 8.80 -0.085
C 1.53 -3.10 7.90 -0.057
C 2.27 -3.02 6.73 -0.136
H 4.39 -5.48 7.04 0.092
H 3.16 -5.79 9.19 0.093
H 1.29 -4.22 9.73 0.100
H 0.73 -2.40 8.10 0.086
H 2.06 -2.25 6.00 0.059

=====

166
Properties=species:S:1:pos:R:3:lowdin_charge:R:1 method="wB97M-V/def2-TZVPD" total_charge=+2 homo_lumo_gap_ev="6.003 / 5.813" homo_energy_ev="-12.40 / -12.31" e_tot_ha=-8742.143832 lumo_ev="-6.398 / -6.493"
Mo 0.15 0.46 1.38 1.222
O -2.73 2.52 6.65 0.138
C -2.18 2.16 5.50 -0.285
C -1.75 3.05 4.51 0.050
C -1.15 2.57 3.37 -0.123
N -0.95 1.26 3.11 -0.140
C -1.43 0.42 4.04 -0.716
Br -1.32 -1.42 3.59 0.900
C -2.02 0.79 5.23 -0.018
H -2.80 3.48 6.77 0.143
H -1.89 4.12 4.63 0.134
H -0.85 3.26 2.59 0.096
H -2.36 0.05 5.93 0.134
C 1.00 -2.27 1.02 -0.093
C 2.22 -2.42 0.12 -0.332
C 1.80 -2.81 -1.30 -0.055
C 3.17 -1.24 0.02 -0.164
C 4.52 -1.54 -0.06 -0.042
C 5.47 -0.56 -0.26 -0.041
C 5.07 0.76 -0.39 -0.014
C 3.73 1.11 -0.35 -0.138
C 3.34 2.56 -0.50 -0.360
C 3.87 3.38 0.67 -0.034
C 3.85 3.13 -1.83 -0.032
C 2.77 0.10 -0.16 -0.195
N 1.40 0.45 -0.15 -0.092
C 0.81 0.86 -1.28 -0.169
C -0.45 1.49 -1.10 -0.165
N -0.85 1.68 0.16 -0.045
C -1.90 2.59 0.38 -0.203
C -1.71 3.96 0.12 -0.151
C -2.78 4.82 0.33 -0.015
C -4.01 4.34 0.77 -0.035
C -4.18 3.00 1.03 -0.016
C -3.13 2.10 0.85 -0.156
C -3.38 0.62 1.04 -0.373
C -4.24 0.34 2.27 -0.059
C -4.04 0.08 -0.23 -0.065
C -0.39 4.51 -0.36 -0.357
C 0.29 5.35 0.72 -0.035
C -0.57 5.35 -1.63 -0.035
C -0.96 1.90 -2.40 -0.086
C -2.09 2.52 -2.89 0.011
C -2.18 2.78 -4.27 -0.036
C -1.18 2.44 -5.15 0.023
C -0.01 1.79 -4.70 -0.137
C 1.11 1.39 -5.46 0.024
C 2.18 0.77 -4.85 -0.036
C 2.22 0.50 -3.47 0.010
C 1.16 0.90 -2.69 -0.082
C 0.06 1.53 -3.33 -0.065
H 0.23 -2.98 0.71 0.091
H 0.51 -1.27 0.91 -0.037
H 1.24 -2.46 2.07 0.044
H 2.81 -3.25 0.53 0.143
H 1.19 -2.02 -1.73 0.025
H 1.23 -3.73 -1.27 0.067
H 2.67 -2.98 -1.93 0.099
H 4.83 -2.57 0.03 0.127
H 6.51 -0.82 -0.33 0.121
H 5.82 1.52 -0.54 0.123
H 2.25 2.64 -0.50 0.108
H 4.96 3.35 0.71 0.088
H 3.48 3.00 1.61 0.049
H 3.56 4.42 0.55 0.083
H 4.93 3.21 -1.81 0.086
H 3.44 4.12 -1.99 0.086
H 3.56 2.49 -2.66 0.064
H -2.66 5.87 0.13 0.120
H -4.83 5.02 0.89 0.115
H -5.14 2.63 1.35 0.121
H -2.40 0.09 1.14 0.076
H -5.29 0.53 2.05 0.088
H -3.95 0.97 3.11 0.073
H -4.17 -0.71 2.57 0.070
H -4.95 0.63 -0.44 0.098
H -4.29 -0.97 -0.10 0.071
H -3.36 0.19 -1.07 0.020
H 0.28 3.68 -0.61 0.109
H -0.35 6.17 1.04 0.090
H 1.21 5.78 0.31 0.086
H 0.55 4.75 1.58 0.044
H -1.01 6.32 -1.40 0.086
H -1.22 4.85 -2.35 0.067
H 0.40 5.52 -2.10 0.088
H -2.89 2.82 -2.24 0.123
H -3.06 3.27 -4.63 0.117
H -1.29 2.67 -6.20 0.127
H 1.13 1.58 -6.52 0.126
H 3.03 0.48 -5.45 0.116
H 3.09 0.00 -3.05 0.124
C -1.60 -4.95 -5.63 -0.085
C -1.11 -4.24 -4.37 -0.613
C -0.35 -5.27 -3.53 -0.094
C -0.10 -3.16 -4.78 -0.111
Si -2.62 -3.49 -3.38 0.561
Br -1.67 -1.96 -1.96 0.571
C -3.46 -4.68 -2.09 -0.635
C -3.91 -5.97 -2.78 -0.080
C -2.54 -5.02 -0.91 -0.123
C -4.70 -4.02 -1.48 -0.102
C -3.82 -2.41 -4.47 -0.625
C -4.77 -3.33 -5.22 -0.080
C -3.02 -1.55 -5.46 -0.095
C -4.66 -1.42 -3.66 -0.108
H -0.75 -5.38 -6.15 0.094
H -2.09 -4.27 -6.33 0.064
H -2.29 -5.76 -5.39 0.080
H 0.45 -5.71 -4.12 0.094
H -1.00 -6.09 -3.22 0.064
H 0.10 -4.82 -2.65 0.051
H 0.84 -3.62 -5.07 0.089
H 0.12 -2.45 -3.98 0.017
H -0.45 -2.59 -5.64 0.067
H -3.06 -6.54 -3.16 0.068
H -4.58 -5.77 -3.62 0.073
H -4.44 -6.59 -2.07 0.093
H -1.60 -5.47 -1.21 0.059
H -3.05 -5.73 -0.26 0.090
H -2.33 -4.13 -0.32 0.031
H -5.49 -3.87 -2.21 0.070
H -4.45 -3.07 -1.01 0.050
H -5.10 -4.67 -0.70 0.092
H -4.24 -4.05 -5.85 0.071
H -5.42 -2.74 -5.87 0.094
H -5.40 -3.89 -4.53 0.069
H -2.48 -2.15 -6.18 0.062
H -2.32 -0.90 -4.94 0.066
H -3.71 -0.91 -6.02 0.091
H -5.31 -1.91 -2.94 0.062
H -5.30 -0.86 -4.34 0.091
H -4.04 -0.70 -3.13 0.038
C 6.87 -1.17 2.85 -0.065
C 6.53 0.17 2.94 -0.064
C 5.20 0.54 3.04 -0.123
C 4.21 -0.43 3.06 -0.340
C 4.55 -1.77 2.94 -0.145
C 5.88 -2.13 2.85 -0.075
Sb 2.17 0.17 3.33 1.556
C 2.53 2.07 4.21 -0.390
C 3.33 2.23 5.34 -0.122
C 3.53 3.50 5.85 -0.054
C 2.93 4.60 5.26 -0.057
C 2.15 4.44 4.13 -0.071
C 1.96 3.18 3.61 -0.196
C 1.75 -0.93 5.15 -0.376
C 1.88 -2.31 5.17 -0.158
C 1.72 -3.02 6.35 -0.065
C 1.43 -2.35 7.52 -0.060
C 1.24 -0.97 7.49 -0.063
C 1.38 -0.27 6.31 -0.139
H 7.91 -1.47 2.79 0.114
H 7.30 0.93 2.94 0.115
H 4.95 1.59 3.12 0.092
H 3.78 -2.53 2.93 0.087
H 6.14 -3.18 2.78 0.115
H 3.79 1.37 5.80 0.115
H 4.16 3.63 6.72 0.115
H 3.09 5.59 5.67 0.113
H 1.69 5.30 3.66 0.104
H 1.38 3.03 2.70 0.044
H 2.12 -2.85 4.26 0.077
H 1.84 -4.09 6.35 0.114
H 1.34 -2.89 8.44 0.113
H 0.99 -0.45 8.41 0.112
H 1.21 0.80 6.30 0.095